(1)
9
Properties=species:S:1:pos:R:3:mulliken_charge:R:1 method="wB97M-V/def2-TZVPD" e_above_lowest_ev=3.2609 total_charge=0
Cl 2.466 -0.462 -0.014 -0.1847
F -1.072 -2.041 -0.192 -0.2158
C 0.051 0.782 -0.151 -0.7977
C 0.796 -0.388 -0.445 0.2901
C -0.032 -1.368 0.386 -0.2421
H 0.597 -0.738 -1.438 0.2630
H 0.219 1.269 0.905 0.3169
H -0.973 0.733 -0.747 0.2756
H -0.141 -1.122 1.512 0.2946

---

(2)
181
Properties=species:S:1:pos:R:3:mulliken_charge:R:1 method="wB97M-V/def2-TZVPD" total_charge=+5 energy_ha=-3176.39381
F 0.456 -0.891 1.194 -0.1415
F 0.022 -0.627 -0.998 -0.0335
F 1.016 1.049 0.176 -0.1954
F -1.148 0.579 0.548 -0.3860
O -3.245 1.009 4.445 -0.2849
O -3.700 2.920 -4.873 -0.2200
O 2.789 7.909 0.062 -0.2147
O 0.854 -7.087 -3.309 -0.2189
N -2.196 0.943 5.335 0.7834
N -2.313 2.990 -4.680 0.7638
N 4.668 0.373 1.266 -0.0785
N 2.339 6.642 0.449 0.6971
N 0.801 -5.632 -3.313 0.7727
N -3.443 -3.116 0.310 0.8141
C -2.573 0.794 6.813 1.1687
C -0.127 4.082 -5.481 -1.1986
C 2.277 5.652 -0.701 1.4815
C -1.141 -3.893 0.861 -0.2384
C -2.321 5.095 -6.016 -1.5814
C 0.999 5.218 1.959 -1.6288
C -1.705 -3.062 1.931 1.1035
C -0.346 1.504 3.605 -1.9774
C 0.618 4.314 0.794 -0.1274
C -1.648 0.578 -4.629 -1.2358
C -7.001 -6.122 0.531 -1.1154
C -1.616 1.907 -3.882 1.7659
C -2.071 -3.545 -0.359 0.4238
C 0.627 2.901 -4.873 -0.9386
C 0.048 -5.023 -4.492 1.1324
C -3.819 1.735 7.025 -1.6516
C 2.204 7.234 2.828 -1.7668
C -4.564 -4.149 -0.144 -0.8101
C 4.117 1.239 0.116 0.3785
C -3.699 -1.747 -0.265 -1.0329
C 1.715 4.226 -0.220 -0.5539
C -0.420 -0.813 4.756 -1.1859
C 1.389 6.703 1.580 1.3663
C 5.925 -0.224 0.614 -0.4097
C -0.114 2.417 -3.638 -0.7981
C 3.672 -0.732 1.673 0.9146
C -5.953 -3.740 0.435 -0.5236
C 0.201 7.571 1.261 -1.4351
C 3.075 -4.912 -3.226 -1.5293
C 0.789 -5.229 -5.766 -1.5176
C 4.266 -1.827 2.674 -0.7159
C -2.284 1.874 -2.477 -2.3319
C 5.038 1.227 2.457 -0.9116
C -7.102 -4.682 -0.028 -0.7874
C -0.659 0.766 4.883 2.1036
C 1.724 -5.584 -1.073 -1.4176
C -3.217 -3.220 1.815 -1.2833
C 0.664 -2.704 -3.591 0.4879
C 0.086 0.777 7.386 -0.7408
C 2.657 -3.686 3.089 -1.0957
C -1.609 3.734 -5.860 0.9806
C 1.233 -3.429 -2.316 -0.0383
C -0.435 -3.531 -4.135 -1.0564
C -1.639 2.845 -7.185 -1.3362
C 4.219 0.384 -1.130 -0.0668
C 0.333 1.327 5.944 -1.4294
C 1.783 -4.903 -2.460 1.7238
C -1.419 1.282 7.771 -1.2812
C 3.893 -3.239 2.384 -0.6332
C 1.233 6.198 -1.726 -1.4656
C 5.456 -0.571 -0.852 -0.7317
C -1.253 -5.820 -4.687 -1.7257
C -2.786 -0.683 7.100 -1.4499
C 3.660 5.452 -1.356 -1.5950
B 0.096 0.009 0.196 -0.1218
H 0.229 -1.805 -3.154 -0.8280
H -1.354 -4.937 1.086 0.3666
H 0.485 1.160 2.988 -0.1588
H 0.316 -4.822 -6.659 0.4328
H -4.683 1.427 6.436 0.4514
H -2.655 2.667 -7.536 0.4025
H 3.906 -1.688 3.693 0.4023
H -1.105 1.900 -7.090 0.2586
H -1.685 1.304 -1.767 0.5359
H 0.996 -6.281 -5.961 0.4080
H -6.075 -6.658 0.322 0.2925
H -0.818 -3.201 -5.100 0.7648
H -4.674 -1.459 0.129 0.4336
H 1.386 3.600 -1.050 0.3567
H -6.190 -2.706 0.187 0.2879
H -2.491 2.831 -1.998 0.5164
H 2.126 -4.532 2.653 0.3608
H 6.194 -0.406 -1.637 0.3810
H 2.474 3.568 0.204 -0.1717
H 2.794 -0.227 2.077 -0.5061
H 1.456 5.640 -2.636 0.2658
H 3.325 -0.235 -1.203 -0.4190
H 4.145 1.674 2.893 0.2427
H 6.665 0.549 0.407 0.4659
H -0.928 -1.281 3.912 -0.2060
H 4.355 1.027 -2.000 0.7379
H 4.866 2.028 0.186 0.6623
H -6.012 -3.809 1.522 0.3119
H 1.332 1.173 5.535 0.5504
H 0.212 -0.305 7.333 0.3153
H 0.791 1.210 8.095 0.4795
H -7.095 -6.038 1.614 0.3051
H 3.800 -4.434 -2.567 0.4113
H 5.782 1.952 2.127 0.4630
H -2.238 5.627 -5.068 0.4112
H 0.207 2.408 6.004 0.4972
H -3.288 1.452 -2.425 0.5425
H 5.000 -1.560 -0.843 0.1666
H -3.477 -0.714 7.942 0.4374
H 0.639 -1.054 4.657 0.3620
H -0.749 -1.415 5.603 0.5320
H -1.974 -5.888 -3.873 0.3314
H -0.030 3.250 -2.940 0.1072
H -0.132 7.386 0.240 0.3730
H 4.697 -3.840 2.809 0.4319
H 1.837 4.706 2.432 0.4256
H -1.574 -2.786 -0.963 -0.7983
H 4.152 6.402 -1.564 0.4823
H 2.510 8.265 2.648 0.4840
H 3.174 1.700 0.408 -0.6469
H 0.682 -5.757 -0.807 0.4729
H -2.640 0.255 -4.944 0.4672
H 6.324 -1.107 1.113 0.4108
H 4.444 5.026 -0.729 0.3555
H -4.559 -4.110 -1.233 0.3401
H -0.905 0.592 -5.428 0.2477
H -7.293 -4.700 -1.101 0.4123
H 0.709 2.080 -5.586 0.4539
H 0.044 4.927 -4.813 0.2904
H -1.414 -3.299 2.954 0.8777
H 5.503 0.532 3.157 0.4057
H 3.113 6.668 3.028 0.4124
H 0.251 5.104 2.743 0.7180
H -2.835 -1.215 0.133 0.3039
H -0.082 -3.730 0.660 -0.1254
H -1.158 3.427 -7.972 0.4346
H 3.486 4.850 -2.248 0.2776
H -3.770 -1.722 -1.353 0.2128
H -1.145 1.691 2.887 0.4821
H -8.050 -4.263 0.310 0.3870
H 1.839 -2.967 3.122 0.0755
H -4.188 1.572 8.037 0.4382
H -0.319 4.616 0.326 0.3833
H 3.014 -4.225 -4.069 0.3619
H 0.423 8.624 1.434 0.3902
H 5.356 -1.802 2.703 0.5835
H -3.670 2.799 6.840 0.4116
H -1.268 -3.704 -3.453 -0.0904
H 1.608 3.254 -4.554 0.5299
H 0.423 -3.302 -1.598 -1.1864
H 2.041 -2.801 -1.941 0.4184
H 0.310 3.302 1.056 -0.2132
H -1.498 -1.998 1.817 -1.1563
H -7.847 -6.682 0.134 0.3839
H 0.396 1.567 -3.185 0.4748
H 3.046 -3.764 4.104 0.4420
H -1.488 2.369 7.780 0.5087
H -1.297 -0.267 -4.037 0.0071
H 3.465 -1.209 0.715 -0.1689
H -2.357 -4.436 -0.918 0.3386
H -1.863 -5.544 -5.547 0.4521
H 1.734 7.315 3.808 0.3896
H 2.146 -4.969 -0.278 0.1035
H -3.257 -1.290 6.327 0.2749
H -4.186 -5.101 0.228 0.5722
H -3.766 -2.431 2.329 0.3491
H 1.702 -4.635 -5.816 0.3082
H 0.470 4.355 -6.351 0.5306
H -0.662 7.297 1.868 0.3685
H 3.488 -5.889 -3.478 0.3521
H -1.079 -6.895 -4.727 0.5246
H 2.277 -6.522 -1.033 0.4857
H -0.090 2.540 3.826 0.5955
H -3.405 5.015 -6.106 0.4210
H 0.227 5.810 -1.567 0.4653
H 1.337 -2.372 -4.382 0.6082
H -1.877 5.690 -6.814 0.4121
H 3.808 -3.458 1.320 0.0843
H -1.650 1.113 8.823 0.4214
H 1.227 7.285 -1.798 0.3455
H -3.416 -4.206 2.233 0.4354
H -1.863 -1.167 7.421 0.4017

---

(3)
17
Properties=species:S:1:pos:R:3:mulliken_charge:R:1 method="wB97M-V/def2-TZVPD" e_above_lowest_ev=4.9179 total_charge=+1
S 2.736 0.829 1.367 -0.0728
N -0.455 -0.861 -0.331 -0.2769
N -0.042 1.917 0.634 -0.0878
C -1.256 -0.198 0.411 -0.2072
C 2.206 1.295 -0.164 -0.4720
C -0.811 -2.167 -0.846 -0.9760
C -0.827 1.041 1.164 -0.0171
C 0.830 1.596 -0.481 0.0467
H 0.384 0.645 -0.834 0.3054
H -0.472 -2.170 -1.836 0.3783
H -2.129 -0.694 0.755 0.4402
H 3.911 0.501 0.782 0.2474
H -0.293 -2.980 -0.321 0.2863
H 0.113 2.637 1.311 0.3089
H -1.480 1.154 2.115 0.3340
H 0.832 2.360 -1.244 0.3648
H -1.854 -2.275 -0.959 0.3976